Formula: C32H80O8
Source: the Open Molecules 2025 dataset
Level of theory: ωB97M-V/def2-TZVPD

Summary:
LUMO, eV: 0.8
Max |F|, eV/A: 17.79
ΔE to the lowest compared entry with this formula, charge and spin, kJ/mol: 1510.02
E_HOMO, eV: -9.3
Kohn-Sham gap, eV: 10.09

Cartesian coordinates (Å):
C 2.796 -0.806 -3.498
C 1.372 -0.454 -3.153
O 1.545 -0.135 -1.745
C 0.424 0.230 -0.972
C 0.782 0.464 0.406
H 3.325 -1.867 -3.160
H 3.287 -0.029 -3.010
H 2.805 -0.683 -4.629
H 0.727 -0.983 -3.300
H 1.124 0.529 -3.444
H -0.362 -0.575 -1.209
H 0.121 1.002 -1.630
H -0.165 0.355 1.040
H 1.095 1.566 0.614
H 1.488 -0.268 0.688
C -2.112 2.138 -5.488
C -3.155 1.160 -4.888
O -2.442 -0.093 -4.634
C -3.301 -1.117 -4.078
C -2.519 -2.332 -3.703
H -1.743 1.930 -6.386
H -1.378 2.052 -4.679
H -2.478 3.197 -5.671
H -3.972 1.089 -5.641
H -3.541 1.466 -3.939
H -3.996 -1.357 -4.757
H -4.032 -0.754 -3.165
H -1.623 -1.880 -3.242
H -2.303 -3.058 -4.495
H -3.068 -2.991 -3.096
C 2.404 1.615 3.559
C 3.427 1.721 2.507
O 3.866 0.396 2.283
C 4.911 0.355 1.264
C 5.498 -0.933 1.244
H 2.716 1.156 4.483
H 1.643 0.813 3.274
H 2.110 2.611 3.770
H 4.241 2.103 2.724
H 2.924 2.072 1.535
H 5.594 1.152 1.542
H 4.594 0.465 0.251
H 4.887 -1.719 0.883
H 5.741 -1.163 2.338
H 6.409 -1.130 0.679
C -1.712 2.419 3.706
C -1.245 3.253 2.482
O -1.957 2.939 1.270
C -1.607 3.639 0.091
C -2.513 3.160 -0.961
H -1.453 2.884 4.653
H -1.676 1.415 3.685
H -2.813 2.351 3.667
H -0.106 3.236 2.383
H -1.442 4.298 2.727
H -0.484 3.394 -0.192
H -1.385 4.685 0.399
H -2.080 3.612 -1.754
H -3.484 3.308 -0.778
H -2.533 2.080 -0.970
C -0.926 -4.948 -0.323
C 0.219 -3.906 -0.757
O 1.534 -4.408 -0.485
C 2.616 -3.453 -0.739
C 3.839 -4.097 -0.447
H -0.745 -5.719 -0.800
H -1.805 -4.327 -0.770
H -1.000 -5.140 0.597
H 0.122 -3.156 -0.177
H -0.003 -3.462 -1.876
H 2.690 -2.680 -0.169
H 2.776 -3.164 -1.826
H 4.010 -5.038 -1.003
H 3.863 -4.721 0.499
H 4.800 -3.536 -0.390
C 0.273 -1.694 6.889
C 0.673 -1.025 5.572
O 0.788 -2.206 4.742
C 1.357 -1.991 3.508
C 1.410 -3.221 2.780
H -0.092 -0.925 7.706
H 1.128 -2.474 7.319
H -0.705 -2.113 6.834
H 1.594 -0.429 5.853
H -0.306 -0.571 5.357
H 2.506 -1.732 3.728
H 0.998 -1.142 2.988
H 1.607 -3.768 3.677
H 2.029 -3.402 1.894
H 0.458 -3.668 2.451
C -2.960 -1.172 0.340
C -3.775 -2.200 0.897
O -5.082 -1.618 1.114
C -5.991 -2.460 1.827
C -7.358 -2.061 1.555
H -1.996 -1.473 -0.118
H -2.780 -0.298 1.021
H -3.336 -0.770 -0.563
H -3.442 -2.499 1.837
H -4.004 -3.004 0.105
H -5.681 -2.389 2.688
H -5.933 -3.407 1.469
H -8.054 -2.551 2.290
H -7.697 -2.228 0.391
H -7.490 -1.035 1.849
C 0.989 6.658 -3.307
C 0.744 5.177 -2.843
O 2.022 4.602 -2.652
C 1.991 3.318 -2.073
C 3.334 2.809 -1.780
H 1.433 6.493 -4.257
H 1.627 7.003 -2.490
H -0.025 7.203 -3.531
H 0.440 4.596 -3.655
H 0.238 5.147 -1.865
H 1.457 2.494 -2.583
H 1.555 3.686 -1.095
H 3.963 3.600 -1.279
H 3.661 2.519 -2.691
H 3.218 1.957 -1.166

***

Formula: C32H83BClN2O23P5
Source: the Open Molecules 2025 dataset
Level of theory: ωB97M-V/def2-TZVPD

Summary:
LUMO, eV: -2.2
Max |F|, eV/A: 9.06
E_HOMO, eV: -9.1
Kohn-Sham gap, eV: 6.91

Cartesian coordinates (Å):
C -6.253 -1.633 -3.299
C -5.784 -0.467 -4.214
C -4.432 0.129 -3.735
C -4.608 1.559 -3.133
C -3.400 2.509 -3.453
C -2.526 2.878 -2.185
C -1.020 2.546 -2.408
C -0.333 1.936 -1.148
C 0.039 0.452 -1.348
N 0.865 0.356 -2.548
C 0.653 -0.245 -0.114
C -0.014 0.127 1.234
B -1.293 -0.743 1.605
O -2.199 -0.224 2.532
O -1.548 -2.010 1.117
O 2.058 -0.018 0.011
C 2.837 -1.217 -0.019
C 2.601 -2.127 1.230
C 3.066 -3.583 1.024
C 2.462 -4.267 -0.233
Cl 4.861 -3.788 0.977
N 4.229 -0.843 0.026
C 4.683 -0.264 -1.261
C 5.713 -1.277 -1.876
H -7.107 -2.139 -3.762
H -6.505 -1.244 -2.305
H -5.435 -2.355 -3.182
H -5.750 -0.827 -5.249
H -6.579 0.289 -4.163
H -3.995 -0.500 -2.949
H -3.761 0.174 -4.601
H -5.525 2.005 -3.538
H -4.754 1.479 -2.047
H -2.800 2.039 -4.241
H -3.824 3.421 -3.890
H -2.917 2.363 -1.301
H -2.603 3.969 -2.098
H -0.974 1.858 -3.260
H -0.457 3.433 -2.720
H -1.008 2.114 -0.303
H 0.583 2.513 -0.959
H -0.899 -0.086 -1.579
H 0.631 -0.452 -3.108
H 1.854 0.405 -2.339
H 0.471 -1.328 -0.247
H 0.733 -0.122 2.007
H -0.214 1.195 1.352
H -2.935 0.196 2.070
H -1.426 -2.084 0.162
H 2.681 -1.754 -0.966
H 1.534 -2.192 1.487
H 3.119 -1.655 2.073
H 2.718 -4.167 1.882
H 2.017 -5.231 0.040
H 1.691 -3.612 -0.654
H 3.235 -4.492 -0.973
H 4.404 -0.236 0.818
H 5.281 0.623 -1.011
H 3.881 -0.015 -1.959
H 6.654 -0.778 -2.141
H 5.963 -2.067 -1.166
H 5.273 -1.675 -2.799
C 3.134 -8.657 4.845
O 1.862 -8.353 5.447
P 0.707 -7.619 4.456
O -0.204 -7.254 5.599
O 0.272 -9.006 3.743
C -0.257 -10.051 4.553
O -0.212 -6.778 3.312
C -0.371 -5.375 3.551
H 3.739 -9.185 5.579
H 3.004 -9.296 3.968
H 3.649 -7.739 4.558
H -0.595 -9.692 5.524
H 0.505 -10.818 4.699
H -1.101 -10.491 4.023
H 0.572 -4.931 3.869
H -1.123 -5.221 4.322
H -0.692 -4.892 2.628
C 1.493 7.742 -5.533
O 2.491 6.950 -6.201
P 2.314 5.279 -6.107
O 3.673 4.893 -6.593
O 1.181 5.242 -7.263
C 1.553 5.613 -8.586
O 1.758 3.826 -5.529
C 2.545 3.215 -4.495
H 1.698 8.790 -5.740
H 0.494 7.497 -5.905
H 1.534 7.580 -4.456
H 2.633 5.588 -8.732
H 1.184 6.618 -8.797
H 1.084 4.914 -9.277
H 2.888 3.956 -3.774
H 3.401 2.702 -4.934
H 1.920 2.486 -3.981
C -6.111 10.070 -4.176
O -5.077 9.375 -3.455
P -5.318 7.718 -3.179
O -4.189 7.679 -2.180
O -4.815 7.308 -4.663
C -3.500 7.683 -5.059
O -5.754 6.114 -2.880
C -6.126 5.815 -1.535
H -5.783 11.095 -4.335
H -6.287 9.601 -5.148
H -7.038 10.081 -3.600
H -2.871 7.938 -4.206
H -3.555 8.538 -5.735
H -3.056 6.842 -5.590
H -6.761 6.603 -1.131
H -5.235 5.697 -0.921
H -6.681 4.877 -1.528
C 9.372 2.480 1.442
O 8.407 3.105 2.308
P 7.644 4.484 1.718
O 7.046 4.962 3.000
O 6.615 3.634 0.802
C 5.666 2.799 1.452
O 7.402 5.807 0.743
C 7.992 7.035 1.191
H 9.722 1.571 1.926
H 8.916 2.217 0.484
H 10.222 3.143 1.276
H 5.536 3.055 2.504
H 5.993 1.759 1.372
H 4.707 2.904 0.945
H 8.993 6.875 1.589
H 7.360 7.489 1.952
H 8.057 7.706 0.336
C -5.855 -9.066 6.852
O -5.200 -7.871 7.309
P -4.339 -7.988 8.754
O -4.153 -6.526 9.005
O -3.071 -8.696 8.051
C -2.312 -7.947 7.092
O -3.868 -8.618 10.221
C -4.600 -8.162 11.365
H -6.304 -8.857 5.883
H -5.135 -9.881 6.740
H -6.640 -9.362 7.550
H -2.493 -6.876 7.164
H -2.570 -8.287 6.088
H -1.260 -8.137 7.267
H -5.668 -8.101 11.157
H -4.229 -7.186 11.673
H -4.440 -8.875 12.172